No. 1
This record from OMol25 describes C5H6O2 as an isolated structure in a non-equilibrium geometry. The level of theory is ωB97M-V/def2-TZVPD.

XYZ file:
```
13
Properties=species:S:1:pos:R:3:forces:R:3:nbo_charge:R:1
O 2.186 1.141 -1.444 0.357 0.939 0.559 -0.520
C 1.739 0.903 -0.341 0.220 0.485 -0.575 0.402
C 0.819 -0.281 -0.351 0.007 0.420 -0.638 -0.029
O 0.633 -1.055 0.858 0.355 -0.001 -0.526 -0.495
C -0.792 -1.048 0.653 -0.111 -0.186 -0.068 0.094
C -1.373 0.327 0.704 0.041 0.114 0.131 -0.445
C -0.684 -0.153 -0.544 -0.142 0.155 -0.369 -0.266
H 2.050 1.493 0.531 -0.230 -0.016 0.188 0.138
H 1.309 -0.578 -1.329 -0.883 -2.054 1.227 0.232
H -1.343 -1.967 0.837 0.204 0.199 -0.090 0.207
H -2.457 0.373 0.604 0.240 -0.080 0.108 0.230
H -0.937 1.094 1.337 0.021 -0.109 -0.074 0.220
H -1.149 -0.249 -1.515 -0.080 0.132 0.127 0.231
```
Forces are in eV/Å.

## Properties
* gap between HOMO and LUMO: 10.48 eV
* HOMO: -9.809 eV
* 2S+1: 1


No. 2
This record from OMol25 describes a 12-piece molecular cluster, C30H87N3O12 overall in a non-equilibrium geometry. The level of theory is ωB97M-V/def2-TZVPD.

XYZ file:
```
132
Properties=species:S:1:pos:R:3:forces:R:3:lowdin_spin:R:1
C 0.605 -1.315 -0.436 -1.390 -0.774 -0.585 0.007
C 0.801 -0.007 0.260 -0.017 0.819 -0.149 0.002
C -0.460 0.735 0.790 -0.242 0.246 -1.025 0.003
O -0.049 1.981 1.375 -0.851 -0.516 0.165 0.004
C -0.887 2.336 2.489 1.090 -0.608 -0.179 0.006
N 1.791 -0.186 1.315 -0.065 0.040 -0.321 0.001
H 0.199 -2.104 0.198 0.055 -0.034 0.275 0.005
H 1.494 -1.706 -0.930 0.296 0.253 0.306 0.001
H -0.126 -1.183 -1.234 -0.202 0.021 -0.143 0.001
H 1.191 0.614 -0.546 0.396 0.536 0.254 0.001
H -1.125 0.151 1.426 0.552 -0.291 0.708 0.003
H -1.168 1.010 0.008 0.217 -0.150 -0.728 0.001
H -0.664 1.596 3.257 0.264 0.385 0.700 0.001
H -1.965 2.211 2.389 -0.112 0.417 -0.928 0.002
H -0.589 3.359 2.720 -0.345 -0.192 0.405 0.004
H 2.013 0.718 1.706 -0.049 0.173 0.242 0.001
H 1.261 -0.691 2.011 0.386 -0.144 0.604 0.001
C -3.098 3.217 -3.844 0.538 0.216 1.038 0.007
C -2.219 3.722 -2.619 0.354 -0.199 -2.315 0.003
C -3.020 4.134 -1.435 -0.987 0.230 0.060 0.009
O -3.857 5.244 -1.814 0.824 -0.599 0.398 0.002
C -4.587 5.841 -0.777 -0.838 0.095 -0.027 0.024
N -1.287 2.695 -2.255 0.455 -1.599 -0.115 0.002
H -3.673 4.097 -4.131 -0.282 -0.406 -0.311 0.001
H -3.696 2.318 -3.690 -0.500 0.324 0.731 0.001
H -2.483 2.847 -4.665 0.503 0.647 -0.112 0.002
H -1.664 4.519 -3.114 -0.080 0.817 0.493 0.002
H -2.467 4.295 -0.509 0.581 0.673 -0.164 0.004
H -3.555 3.219 -1.179 -0.956 -0.009 0.048 0.003
H -5.316 6.504 -1.244 -0.109 -0.113 -0.163 0.002
H -4.060 6.490 -0.078 0.771 -0.208 -0.005 0.006
H -5.139 5.105 -0.193 -0.055 -0.182 0.097 0.006
H -0.815 2.419 -3.104 -0.011 -0.276 -0.384 0.002
H -0.476 2.969 -1.718 -0.571 0.603 0.451 0.000
C -1.819 -5.543 -6.753 -0.030 -0.762 1.320 0.002
C -1.166 -4.938 -5.495 -2.836 0.554 0.496 0.003
C -0.837 -5.926 -4.332 0.165 -0.056 -1.104 0.005
O -0.287 -5.346 -3.172 0.554 0.200 -0.217 0.016
C -1.161 -4.575 -2.360 0.540 0.242 -0.048 0.032
N -0.127 -4.038 -5.891 0.161 -0.087 0.436 0.002
H -1.229 -6.438 -6.949 -0.020 -0.011 -0.995 0.000
H -1.933 -4.815 -7.556 0.694 -0.156 0.008 0.000
H -2.839 -5.877 -6.559 -0.033 -0.214 0.285 0.001
H -1.944 -4.312 -5.059 -0.193 0.440 0.000 0.002
H -0.117 -6.582 -4.821 0.569 -0.353 0.700 0.001
H -1.652 -6.549 -3.964 -0.600 0.003 -0.624 0.002
H -2.150 -5.015 -2.236 -0.022 -0.223 0.005 0.011
H -1.272 -3.554 -2.726 -0.159 0.110 -0.295 0.002
H -0.646 -4.480 -1.404 -0.236 -0.179 0.135 0.009
H 0.055 -3.542 -5.030 0.853 0.369 -0.088 0.001
H 0.686 -4.595 -6.110 0.554 0.175 0.085 0.000
C 3.186 2.990 -1.164 -1.131 -1.061 -0.352 0.015
C 1.765 3.614 -1.272 2.211 -0.237 0.192 0.015
O 1.522 3.752 -2.658 -0.607 0.550 -0.343 0.012
H 3.453 2.691 -0.150 0.274 0.397 0.036 0.004
H 3.932 3.557 -1.721 0.011 0.560 0.601 0.003
H 3.164 2.074 -1.753 -0.161 -0.345 0.105 0.001
H 1.836 4.568 -0.749 -0.600 0.205 -0.048 0.010
H 0.977 3.003 -0.832 0.381 -0.052 0.266 0.000
H 1.759 4.651 -2.895 -0.034 0.004 -0.239 0.005
C 2.985 -2.511 -4.966 0.747 0.629 -0.868 0.007
C 3.110 -3.450 -3.798 0.920 0.219 -1.150 0.006
O 2.426 -4.601 -4.150 -1.654 -1.303 0.563 0.007
H 2.000 -2.297 -5.381 -0.429 0.171 0.974 0.001
H 3.421 -2.950 -5.864 0.585 -0.253 0.131 0.000
H 3.536 -1.594 -4.755 -0.142 0.216 -0.150 0.001
H 2.805 -2.977 -2.864 -0.150 -0.186 0.119 0.002
H 4.120 -3.855 -3.743 0.697 1.100 0.520 0.002
H 1.951 -4.864 -3.358 -0.541 -0.588 -0.195 0.003
C 2.252 0.639 4.800 0.723 0.315 -1.562 0.012
C 3.558 1.291 4.222 -1.747 0.123 0.563 0.015
O 3.401 2.704 4.274 0.196 0.618 1.165 0.020
H 1.461 0.899 4.097 -0.256 -0.262 0.078 0.001
H 1.902 0.935 5.788 0.625 0.321 0.039 0.003
H 2.418 -0.439 4.801 -0.233 -0.052 -0.047 0.003
H 3.673 1.200 3.142 0.132 -1.608 0.082 0.003
H 4.360 0.855 4.817 0.591 0.509 -0.231 0.004
H 4.250 3.108 4.080 0.063 0.112 -0.063 0.007
C 0.969 4.730 5.178 -0.294 0.792 0.859 0.015
C -0.198 5.715 5.543 1.021 -1.479 -1.547 0.016
O -1.317 4.921 5.922 -0.334 0.717 0.212 0.006
H 1.281 4.201 6.079 -0.077 -0.153 0.112 0.003
H 1.877 5.230 4.839 -0.115 0.149 -0.269 0.004
H 0.659 3.976 4.455 -0.040 0.253 0.003 0.001
H -0.495 6.224 4.626 -0.212 -0.023 -0.049 0.005
H 0.123 6.523 6.201 -0.185 -0.299 0.639 0.002
H -1.238 4.600 6.823 0.257 0.033 0.050 0.003
C -0.429 -1.473 3.947 -0.098 -0.162 -0.884 0.021
C -1.442 -1.133 5.067 2.543 1.214 -1.174 0.030
O -1.349 -2.212 5.940 -1.159 -0.496 0.926 0.024
H -0.283 -0.738 3.156 -0.732 0.207 -0.008 0.001
H -0.653 -2.440 3.495 -0.412 0.058 -0.232 0.013
H 0.606 -1.630 4.249 -0.175 0.080 1.024 0.002
H -2.442 -0.819 4.767 -0.137 -0.637 -0.348 0.005
H -1.043 -0.236 5.541 0.018 0.118 0.478 0.003
H -2.181 -2.673 5.808 0.013 -0.511 0.348 0.017
C -4.426 2.345 3.720 -0.113 -0.526 -0.249 0.028
C -4.858 1.052 3.065 0.724 1.008 -1.565 0.039
O -4.894 0.102 4.032 -0.368 -1.584 2.322 0.077
H -4.356 3.157 2.996 -0.175 0.118 0.086 0.006
H -3.412 2.078 4.015 -0.026 0.612 0.717 0.002
H -5.084 2.564 4.561 0.273 0.294 0.025 0.004
H -4.005 0.817 2.428 -0.155 -0.139 -0.970 0.005
H -5.771 1.082 2.471 -0.123 0.253 -0.045 0.014
H -5.365 -0.695 3.777 -0.023 -0.067 -0.278 0.036
C 3.517 -4.445 1.770 0.913 1.820 -0.677 0.029
C 2.145 -3.798 1.708 1.427 0.127 -1.683 0.017
O 1.410 -4.394 2.693 -1.881 -0.462 1.155 0.036
H 3.519 -5.478 1.421 -0.270 -0.350 1.135 0.008
H 3.871 -4.084 2.736 0.413 -1.404 0.386 0.004
H 4.263 -4.040 1.087 -0.146 0.627 -0.410 0.004
H 1.790 -3.912 0.684 -0.747 -0.207 -0.118 0.005
H 2.131 -2.721 1.880 0.398 -0.074 0.184 0.002
H 1.308 -5.328 2.495 -0.055 -0.119 0.019 0.012
C 4.595 -0.984 -0.930 -0.283 0.543 -0.734 0.005
C 6.111 -0.694 -0.951 -0.446 -1.843 0.573 0.014
O 6.769 -1.307 -2.052 0.098 0.304 -0.908 0.004
H 4.253 -2.011 -1.052 0.899 -0.507 0.013 0.002
H 4.164 -0.507 -1.810 -0.233 0.357 0.041 0.001
H 4.035 -0.688 -0.042 0.326 0.565 0.131 0.001
H 6.551 -1.190 -0.086 0.055 0.639 0.604 0.004
H 6.377 0.362 -0.999 -0.300 -0.077 0.168 0.002
H 6.826 -2.256 -1.917 -0.176 0.013 0.116 0.003
C -3.820 -0.360 -1.064 0.244 -0.390 -0.037 0.039
C -3.600 -0.325 -2.545 -1.243 -0.187 -0.603 0.011
O -2.273 -0.014 -2.873 -0.189 -0.212 -0.513 0.003
H -2.958 -0.953 -0.756 -0.238 0.105 1.099 0.009
H -4.780 -0.783 -0.768 0.115 -0.416 -0.091 0.018
H -3.852 0.655 -0.667 0.554 0.030 0.179 0.004
H -4.391 0.320 -2.928 0.324 0.803 -0.664 0.002
H -3.835 -1.254 -3.064 0.225 -0.426 0.394 0.004
H -2.093 0.898 -2.631 0.265 0.561 0.451 0.000
```
Forces are in eV/Å.

## Properties
* charge: -1
* gap between HOMO and LUMO (spin up / spin down): 1.47 / 9.52 eV
* HOMO (spin up / spin down): 0.729 / -7.287 eV
* 2S+1: 2
* expectation value of S²: 0.75


No. 3
This record from OMol25 describes the molecule C2H2OS2 in a non-equilibrium geometry. The level of theory is ωB97M-V/def2-TZVPD.

XYZ file:
```
7
Properties=species:S:1:pos:R:3:forces:R:3:nbo_charge:R:1
C -0.843 0.524 -0.155 -0.652 4.233 1.023 -0.410
C -0.960 -0.697 0.069 1.898 0.138 -0.760 -0.131
O 1.753 0.216 0.475 0.522 1.129 0.787 -0.773
S 0.962 1.473 -0.179 -0.950 -1.374 -0.238 0.525
S 1.697 -1.274 -0.125 -1.418 -0.208 -0.474 0.266
H -1.540 1.471 -0.026 1.282 -2.380 -0.550 0.279
H -1.068 -1.713 -0.059 -0.682 -1.538 0.212 0.244
```
Forces are in eV/Å.

## Properties
* gap between HOMO and LUMO (spin up / spin down): 6.98 / 7.13 eV
* HOMO (spin up / spin down): -8.517 / -8.649 eV
* 2S+1: 1


No. 4
This record from OMol25 describes a 2-piece molecular cluster, C4H15N2O overall in a non-equilibrium geometry. The level of theory is ωB97M-V/def2-TZVPD.

XYZ file:
```
22
Properties=species:S:1:pos:R:3:forces:R:3:nbo_charge:R:1
C 0.617 0.392 0.422 0.652 -0.484 0.332 -0.232
N 0.844 0.210 1.852 0.187 -0.341 -0.476 -0.825
C -0.853 0.240 0.042 0.828 0.996 -0.249 -0.047
N -0.902 0.231 -1.486 -0.184 -0.441 0.077 -0.490
C -1.981 -0.639 -2.018 -0.542 -0.006 -1.056 -0.430
C -1.694 1.394 0.546 -0.566 1.172 -0.194 -0.663
H 1.093 1.299 0.024 -0.443 0.171 -0.173 0.192
H 1.152 -0.450 -0.039 -0.112 0.120 -0.218 0.177
H 0.597 0.997 2.428 -0.249 0.378 -0.016 0.376
H 1.847 0.091 1.963 -0.110 -0.046 0.401 0.378
H -1.154 -0.750 0.338 -0.453 -0.250 0.246 0.237
H -0.964 1.176 -1.869 -0.096 0.041 0.189 0.439
H -0.029 -0.155 -1.840 0.234 0.045 0.002 0.434
H -1.757 -1.656 -1.773 0.171 -0.546 0.442 0.234
H -2.975 -0.388 -1.661 0.197 0.312 0.324 0.246
H -2.005 -0.603 -3.109 0.131 0.289 0.104 0.243
H -2.337 1.842 -0.226 -0.093 -0.502 -0.051 0.225
H -2.359 1.207 1.383 0.187 -0.400 0.100 0.267
H -1.077 2.262 0.807 0.197 -0.357 0.195 0.238
H 3.512 -2.569 0.776 -0.165 -0.058 0.069 0.484
H 2.664 -1.271 0.734 -0.098 -0.431 0.075 0.445
O 3.559 -1.612 0.719 0.327 0.337 -0.123 -0.926
```
Forces are in eV/Å.

## Properties
* charge: +1
* gap between HOMO and LUMO: 10.37 eV
* HOMO: -13.692 eV
* 2S+1: 1


We obtain ΔE to the lowest compared entry with this formula, charge and spin values of 3.412 0.165 5.035 1.582 eV for the records listed above, in that order.
We obtain electronic energy values of -344.4765 -2262.0327 -948.8200 -345.8876 Ha for the records listed above, in that order.